Entry from the OMol25 dataset: a 3-piece molecular cluster, C26H53BN2O5 overall at a distorted geometry (ωB97M-V with the def2-TZVPD basis set).

The lowest unoccupied orbital energy is 0.250 eV. For the HOMO energy, the calculation gives -9.02 eV. Its total energy is -41713.859 eV. The frontier orbital gap is 9.27 eV. Its structure (SMILES) is C=CC(=O)OCCCCCCBCCCCCCCCCCOC.CN(C)C=O.CN(C)C=O.

The geometry in XYZ format:
```
87
Properties=species:S:1:pos:R:3:forces:R:3
C -1.484 -0.690 1.009 -0.9 0.1 -0.8
C -2.645 -0.799 0.333 0.9 0.0 0.9
C -3.581 -1.932 0.607 -1.1 0.3 0.5
O -4.771 -1.805 0.815 1.3 -0.2 -0.4
O -2.953 -3.146 0.639 -0.2 0.1 0.0
C -2.942 -3.846 -0.628 0.0 0.0 -0.3
C -1.526 -4.081 -1.120 0.1 0.2 0.1
C -0.624 -4.804 -0.099 -0.4 0.3 -0.1
C 0.293 -3.830 0.673 0.0 -0.7 -0.4
C 1.698 -3.844 0.074 0.1 -0.1 0.2
C 2.742 -2.923 0.754 0.0 0.1 -0.2
B 2.174 -1.554 1.265 0.0 -0.1 0.0
C 1.836 -1.285 2.773 -0.1 0.4 -0.2
C 1.333 0.119 3.168 0.2 -0.2 0.2
C 2.054 1.264 2.456 0.3 0.0 0.2
C 1.812 2.619 3.114 -0.3 0.0 0.2
C 0.410 3.223 2.873 0.2 0.3 -0.1
C -0.216 2.897 1.515 -0.1 0.2 0.0
C 0.568 3.524 0.342 0.0 -0.1 0.0
C 0.874 2.588 -0.833 -0.2 0.1 -0.2
C -0.259 2.541 -1.867 0.3 -0.5 0.3
C -0.153 1.319 -2.768 0.1 0.1 -0.1
O 1.119 1.256 -3.400 0.0 0.1 -0.1
C 1.867 0.106 -3.089 0.1 -0.3 0.1
H -0.724 0.010 0.684 -0.2 0.3 0.3
H -1.270 -1.276 1.894 0.1 -0.4 -0.3
H -2.952 -0.036 -0.374 0.1 -0.3 -0.2
H -3.492 -3.259 -1.369 -0.1 0.0 0.0
H -3.488 -4.780 -0.486 0.1 0.0 0.1
H -1.093 -3.104 -1.361 0.1 -0.1 -0.1
H -1.588 -4.625 -2.066 -0.1 -0.1 0.1
H -0.019 -5.541 -0.628 0.1 -0.1 0.1
H -1.278 -5.342 0.590 0.1 -0.1 0.0
H 0.349 -4.153 1.714 0.0 0.3 0.1
H -0.165 -2.845 0.610 0.1 0.2 0.3
H 2.056 -4.873 0.165 0.0 0.0 -0.2
H 1.652 -3.641 -1.000 -0.1 0.2 0.0
H 3.247 -3.483 1.546 -0.1 0.0 0.1
H 3.490 -2.673 -0.004 0.1 -0.1 0.1
H 2.023 -0.681 0.459 -0.2 -0.1 -0.1
H 1.120 -2.056 3.086 0.1 -0.1 0.1
H 2.746 -1.495 3.350 0.0 -0.2 0.0
H 0.247 0.177 3.065 0.0 0.1 -0.2
H 1.531 0.260 4.236 -0.2 0.0 0.0
H 3.127 1.042 2.509 0.0 0.0 0.0
H 1.820 1.302 1.396 0.0 0.0 0.0
H 1.931 2.480 4.193 0.1 0.1 0.0
H 2.576 3.343 2.826 0.1 -0.1 -0.2
H -0.265 2.963 3.692 -0.1 -0.2 -0.1
H 0.505 4.313 2.919 0.0 0.0 0.1
H -1.237 3.287 1.520 0.0 -0.1 0.0
H -0.301 1.816 1.395 0.0 0.0 0.0
H -0.002 4.369 -0.051 0.1 0.1 0.1
H 1.501 3.938 0.730 0.0 0.0 0.0
H 1.037 1.560 -0.492 0.1 0.1 0.2
H 1.795 2.902 -1.325 0.0 -0.1 0.0
H -1.198 2.450 -1.310 -0.2 0.2 -0.2
H -0.260 3.441 -2.482 -0.2 0.1 0.1
H -0.315 0.412 -2.177 0.0 -0.1 0.0
H -0.908 1.359 -3.557 -0.1 -0.1 0.0
H 2.778 0.122 -3.688 -0.1 0.1 0.0
H 2.160 0.055 -2.034 0.0 0.1 0.0
H 1.326 -0.816 -3.336 -0.1 0.0 0.0
C -8.041 1.958 0.116 0.0 0.0 -0.1
O -8.810 2.860 -0.153 0.0 0.1 0.0
N -7.078 2.030 1.054 0.1 -0.1 0.1
C -6.186 0.921 1.333 -0.1 0.3 0.0
C -6.938 3.266 1.804 -0.1 0.0 -0.1
H -8.070 0.983 -0.398 0.0 0.0 0.0
H -6.286 0.605 2.373 0.1 -0.1 0.0
H -5.149 1.217 1.156 0.0 -0.1 0.0
H -6.420 0.078 0.691 0.0 0.0 0.0
H -7.860 3.492 2.339 0.0 0.0 0.0
H -6.730 4.098 1.130 0.0 0.0 0.0
H -6.122 3.162 2.515 0.0 0.0 0.0
C 5.203 -0.983 -2.206 0.0 0.0 0.0
O 4.532 -0.803 -1.208 0.0 0.0 0.1
N 5.600 0.000 -3.035 0.0 0.0 -0.1
C 6.397 -0.258 -4.216 -0.1 0.1 0.1
C 5.206 1.365 -2.723 0.0 0.0 0.1
H 5.540 -1.984 -2.523 0.0 0.0 0.0
H 7.348 0.274 -4.160 0.0 0.0 0.0
H 5.867 0.066 -5.114 0.0 0.0 0.0
H 6.598 -1.324 -4.297 0.0 0.0 0.0
H 5.591 1.656 -1.746 0.0 0.0 0.0
H 4.119 1.449 -2.695 0.1 0.1 0.0
H 5.601 2.034 -3.483 0.0 0.0 0.0
```
Forces are in eV/Å.


Entry from the OMol25 dataset: a 2-piece molecular cluster, C4H8BrN overall at a distorted geometry (ωB97M-V with the def2-TZVPD basis set).

The lowest unoccupied orbital energy (alpha / beta) is 0.165 / 0.429 eV. The energy relative to the best compared isomer or geometry (same formula, charge and spin) comes out at 3.837 eV. For the HOMO energy (alpha / beta), the calculation gives -7.21 / -7.94 eV. Its total energy is -75805.726 eV. The frontier orbital gap (alpha / beta) is 7.37 / 8.37 eV.

The geometry in XYZ format:
```
14
Properties=species:S:1:pos:R:3:forces:R:3
C 1.388 0.014 0.746 -2.0 1.6 -0.8
C -1.553 1.842 0.241 0.1 -0.2 1.5
C 1.139 -2.208 -0.208 -0.1 0.4 -0.2
C -0.990 0.607 -0.399 0.0 -0.5 -0.6
N 1.619 -1.129 0.571 1.5 -1.5 0.6
Br -2.128 -1.002 0.060 0.8 1.1 -0.4
H 1.849 0.706 1.421 0.1 0.6 0.3
H -1.197 1.766 1.326 -0.8 0.6 -1.2
H -2.680 1.922 0.218 1.1 -0.2 0.0
H -1.147 2.753 -0.228 0.0 -0.4 0.2
H 0.381 -2.668 0.414 0.1 -0.7 0.0
H 2.023 -2.863 -0.414 -1.2 0.4 -0.3
H 0.568 -1.753 -1.044 0.6 -0.7 -0.2
H -0.829 0.667 -1.505 -0.2 -0.4 1.1
```
Forces are in eV/Å.


Entry from the OMol25 dataset: C4H8N2O2 as an isolated structure at a distorted geometry (ωB97M-V with the def2-TZVPD basis set).

The lowest unoccupied orbital energy (alpha / beta) is 0.504 / -0.253 eV. The energy relative to the best compared isomer or geometry (same formula, charge and spin) comes out at 6.259 eV. For the HOMO energy (alpha / beta), the calculation gives -7.28 / -6.15 eV. Its total energy is -11347.854 eV. The frontier orbital gap (alpha / beta) is 7.78 / 5.89 eV.

The geometry in XYZ format:
```
16
Properties=species:S:1:pos:R:3:forces:R:3
N 0.762 -0.267 -1.412 -1.1 -1.0 0.5
C -0.323 -1.033 -0.737 0.2 -0.6 -0.3
N -1.602 1.047 -0.660 -0.2 0.1 -0.3
C 0.665 0.659 0.808 -0.9 -1.1 -1.0
C -0.996 -0.034 0.050 0.6 0.6 0.7
C 1.352 0.415 -0.450 1.7 1.4 0.4
O 0.137 -2.204 -0.118 -0.3 0.6 -0.1
O 0.935 -0.307 1.840 -0.2 0.0 -0.1
H 0.455 -2.019 0.782 0.0 0.2 -0.1
H 0.192 -0.278 2.455 0.1 0.0 0.1
H 1.160 -0.448 -2.321 -0.2 0.1 0.2
H -2.290 1.556 -0.121 0.1 -0.1 0.1
H -2.028 0.747 -1.528 0.1 -0.1 0.1
H 0.838 1.673 1.185 -0.2 -0.1 0.1
H -1.547 -0.416 0.914 0.0 0.0 -0.1
H 2.289 0.909 -0.688 0.0 0.0 0.0
```
Forces are in eV/Å.


Entry from the OMol25 dataset: C25H27N3O5S in the gas phase at a distorted geometry (ωB97M-V with the def2-TZVPD basis set).

The lowest unoccupied orbital energy is 0.443 eV. The energy relative to the best compared isomer or geometry (same formula, charge and spin) comes out at 1.308 eV. For the HOMO energy, the calculation gives -8.77 eV. Its total energy is -51907.283 eV. The frontier orbital gap is 9.21 eV. Its structure (SMILES) is Cn1c(=O)oc2cc(S(=O)(=O)N3CCC(C(=O)N4CC=C(c5ccccc5)CC4)CC3)ccc21.

The geometry in XYZ format:
```
61
Properties=species:S:1:pos:R:3:forces:R:3
C 2.059 -6.438 1.014 0.2 -0.1 0.1
N 0.737 -6.005 0.656 -0.4 0.1 -0.1
C 0.363 -5.287 -0.455 -0.5 0.3 -0.3
C 1.073 -4.780 -1.529 -0.1 -0.1 0.3
C 0.349 -4.092 -2.492 0.0 0.1 -0.2
C -1.021 -3.933 -2.375 -0.2 0.5 -0.6
C -1.748 -4.437 -1.306 -0.1 -0.4 0.5
C -1.028 -5.119 -0.352 0.7 0.3 -0.7
O -1.465 -5.723 0.790 -0.5 0.0 0.1
C -0.386 -6.270 1.416 0.7 -0.4 0.4
O -0.420 -6.875 2.447 -0.3 0.0 0.0
H -2.815 -4.309 -1.258 -0.2 0.0 0.1
S -1.879 -2.927 -3.589 0.1 0.0 -0.1
O -3.261 -3.297 -3.605 0.0 0.0 0.4
O -1.140 -2.952 -4.817 0.3 0.0 0.2
N -1.780 -1.382 -2.985 -0.2 -0.7 -0.6
C -0.462 -0.794 -3.010 0.6 0.3 -0.3
C -0.588 0.719 -2.856 0.0 -0.2 0.1
H 0.405 1.168 -2.907 0.0 0.0 0.0
H -1.192 1.104 -3.679 0.0 0.0 0.0
C -1.281 1.061 -1.527 -0.1 0.0 0.0
C -0.364 0.709 -0.356 -0.2 0.2 -0.3
O -0.457 -0.343 0.255 -0.2 -0.3 0.1
N 0.601 1.605 -0.043 0.4 0.1 0.3
C 0.812 2.924 -0.590 -0.3 0.4 -0.1
H 0.318 3.045 -1.551 0.1 -0.1 0.0
C 0.328 3.976 0.411 0.2 -0.2 -0.2
C 0.963 3.732 1.754 0.0 -0.2 -0.1
C 1.463 2.534 2.049 0.0 0.1 -0.2
C 1.427 1.358 1.124 0.0 -0.3 0.1
H 1.015 0.485 1.639 0.1 0.1 -0.1
H 2.450 1.105 0.807 -0.1 0.0 0.1
H 1.951 2.356 2.996 0.1 0.1 0.2
C 0.993 4.839 2.725 0.0 0.1 0.2
C 0.643 4.606 4.054 0.0 0.0 -0.1
C 0.669 5.630 4.981 0.0 0.0 0.1
C 1.051 6.906 4.600 0.0 0.0 0.1
C 1.407 7.148 3.284 0.0 0.1 0.0
C 1.375 6.125 2.353 0.0 -0.1 0.0
H 1.676 6.328 1.336 0.0 0.0 -0.1
H 1.712 8.139 2.980 0.0 0.1 0.0
H 1.072 7.706 5.324 0.0 0.1 0.1
H 0.388 5.434 6.006 0.0 0.0 0.1
H 0.331 3.616 4.351 -0.1 -0.1 0.0
H 0.566 4.975 0.045 0.0 0.0 0.0
H -0.760 3.915 0.515 0.0 0.1 -0.1
H 1.891 3.049 -0.745 -0.1 0.0 -0.1
H -1.502 2.131 -1.492 0.1 -0.1 0.0
C -2.620 0.316 -1.454 0.2 -0.2 0.1
C -2.472 -1.178 -1.730 -0.5 0.0 0.6
H -3.451 -1.647 -1.831 0.0 0.1 0.1
H -1.925 -1.644 -0.901 -0.1 0.0 -0.1
H -3.062 0.446 -0.465 -0.1 0.0 0.0
H -3.291 0.749 -2.199 0.0 0.0 0.0
H -0.019 -1.051 -3.972 0.1 0.1 0.1
H 0.164 -1.199 -2.200 0.0 0.0 -0.1
H 0.834 -3.684 -3.364 0.1 0.0 -0.1
H 2.139 -4.915 -1.615 0.1 0.0 0.0
H 1.978 -6.986 1.952 0.0 0.0 -0.1
H 2.467 -7.092 0.242 0.0 0.0 0.0
H 2.718 -5.579 1.147 0.0 0.0 0.0
```
Forces are in eV/Å.